(1)
Molecular formula: C19H44N7O5
Method: DFT, ωB97M-V/def2-TZVPD

Bonds (Å) are listed after each position.
Element x y z (Å)
1 C -3.5306 -0.9981 2.6836  O2 1.418, H12 1.091, H13 1.095, H14 1.096
2 O -3.7770 -1.3829 1.3413  C1 1.418, C3 1.395
3 C -2.7913 -1.0601 0.4089  O2 1.395, N4 1.457, H15 1.093, H16 1.098
4 N -1.4661 -1.3381 0.9457  C3 1.457, C5 1.325, H17 1.017
5 C -0.4085 -0.5423 0.8911  N4 1.325, N6 1.362, N11 1.350
6 N -0.4738 0.6194 0.1838  C5 1.362, C7 1.477, H18 1.010
7 C 0.5710 1.6476 0.3612  N6 1.477, C8 1.512, H19 1.095, H20 1.090
8 C 1.8956 1.0442 0.7707  C7 1.512, C9 1.527, H21 1.093, H22 1.092
9 C 1.6759 0.0912 1.9431  C8 1.527, C10 1.539, N11 1.478, H23 1.092
10 C 1.1710 0.7995 3.2128  C9 1.539, H24 1.093, H25 1.093, H26 1.095
11 N 0.7261 -0.9508 1.4983  C5 1.350, C9 1.478, H27 1.029
12 H -4.5050 -0.9857 3.1746  C1 1.091
13 H -3.0931 0.0036 2.7466  C1 1.095
14 H -2.8764 -1.7097 3.2003  C1 1.096
15 H -2.9809 -1.7009 -0.4559  C3 1.093
16 H -2.8321 -0.0066 0.1036  C3 1.098
17 H -1.3432 -2.2223 1.4328  N4 1.017
18 H -0.7302 0.4639 -0.7807  N6 1.010
19 H 0.2168 2.3782 1.0960  C7 1.095
20 H 0.6796 2.1844 -0.5817  C7 1.090
21 H 2.3477 0.5133 -0.0707  C8 1.093
22 H 2.5729 1.8436 1.0771  C8 1.092
23 H 2.6153 -0.4182 2.1690  C9 1.092
24 H 1.6321 0.3860 4.1134  C10 1.093
25 H 0.0876 0.7080 3.3293  C10 1.093
26 H 1.4106 1.8671 3.1822  C10 1.095
27 H 0.4766 -1.6387 2.2221  N11 1.029
28 C 4.5313 2.1339 -2.4855  C29 1.508, H33 1.086, H34 1.091, H35 1.090
29 C 3.1934 2.8303 -2.4774  C28 1.508, O30 1.229, N31 1.350
30 O 2.5649 3.0096 -1.4362  C29 1.229
31 N 2.7039 3.2606 -3.6599  C29 1.350, C32 1.451, H36 1.008
32 C 3.3069 3.1239 -4.9730  N31 1.451, H37 1.091, H38 1.089, H39 1.083
33 H 4.7764 1.8609 -1.4633  C28 1.086
34 H 4.4960 1.2423 -3.1130  C28 1.091
35 H 5.3103 2.7928 -2.8704  C28 1.090
36 H 1.8180 3.7361 -3.5889  N31 1.008
37 H 3.4904 4.1029 -5.4176  C32 1.091
38 H 2.6602 2.5526 -5.6372  C32 1.089
39 H 4.2455 2.5892 -4.8948  C32 1.083
40 C 1.3673 -0.3400 -6.0601  C41 1.511, H45 1.085, H46 1.090, H47 1.091
41 C 2.3201 -0.6328 -4.9248  C40 1.511, O42 1.220, N43 1.360
42 O 3.3858 -0.0506 -4.8086  C41 1.220
43 N 1.9515 -1.5872 -4.0280  C41 1.360, C44 1.448, H48 1.008
44 C 0.7430 -2.3846 -4.0147  N43 1.448, H49 1.092, H50 1.091, H51 1.085
45 H 1.8135 0.4268 -6.6852  C40 1.085
46 H 1.1939 -1.2298 -6.6657  C40 1.090
47 H 0.4050 0.0142 -5.6883  C40 1.091
48 H 2.6394 -1.7519 -3.3101  N43 1.008
49 H 0.1790 -2.2292 -3.0920  C44 1.092
50 H 0.9719 -3.4479 -4.0993  C44 1.091
51 H 0.1065 -2.1098 -4.8491  C44 1.085
52 C -1.1052 -4.7236 4.6883  C53 1.505, H57 1.085, H58 1.090, H59 1.090
53 C -0.2780 -4.2438 3.5266  C52 1.505, O54 1.241, N55 1.338
54 O -0.4896 -3.1350 3.0111  C53 1.241
55 N 0.6935 -5.0382 3.0624  C53 1.338, C56 1.455, H60 1.009
56 C 1.0804 -6.3552 3.5436  N55 1.455, H61 1.089, H62 1.089, H63 1.084
57 H -1.8352 -3.9575 4.9285  C52 1.085
58 H -1.6256 -5.6485 4.4399  C52 1.090
59 H -0.4793 -4.9060 5.5618  C52 1.090
60 H 1.2074 -4.6567 2.2822  N55 1.009
61 H 2.1175 -6.3504 3.8763  C56 1.089
62 H 0.9695 -7.0973 2.7541  C56 1.089
63 H 0.4529 -6.6455 4.3787  C56 1.084
64 C -2.9601 2.7767 1.6583  C65 1.512, H69 1.087, H70 1.091, H71 1.090
65 C -3.5748 3.1996 0.3437  C64 1.512, O66 1.224, N67 1.351
66 O -3.2201 2.6672 -0.6993  C65 1.224
67 N -4.5223 4.1624 0.3623  C65 1.351, C68 1.450, H72 1.008
68 C -5.0482 4.8815 1.5059  N67 1.450, H73 1.090, H74 1.090, H75 1.085
69 H -2.2235 2.0114 1.4288  C64 1.087
70 H -2.4556 3.5963 2.1719  C64 1.091
71 H -3.7040 2.3577 2.3368  C64 1.090
72 H -4.8889 4.3874 -0.5498  N67 1.008
73 H -6.1214 4.7184 1.6086  C68 1.090
74 H -4.8698 5.9527 1.4085  C68 1.090
75 H -4.5643 4.5387 2.4150  C68 1.085

As for the total charge: +1. Its spin multiplicity is 1. As for the HOMO-LUMO gap: 0.33813 Ha. As for the HOMO energy: -11.30 eV.

Atomic partial charges in e from the Löwdin method, atoms 1 to 5: C -0.0774; O -0.1407; C -0.1849; N 0.1343; C -0.3263


(2)
Molecular formula: C40H49F3N4O2Si
Method: DFT, ωB97M-V/def2-TZVPD

Bonds (Å) are listed after each position.
Element x y z (Å)
1 C -5.7858 -5.2625 -4.7947  O2 1.439, H37 1.131, H38 1.134, H39 1.124
2 O -5.2424 -4.0029 -4.3610  C1 1.439, C3 1.436
3 C -4.7234 -3.2287 -5.4536  O2 1.436, C4 1.577, H40 1.134, H41 1.124
4 C -3.1516 -3.0976 -5.4676  C3 1.577, C5 1.590, H42 1.133, H43 1.135
5 C -2.5953 -1.6786 -5.0143  C4 1.590, C6 1.585, H44 1.131, H45 1.129
6 C -3.0790 -1.1869 -3.5874  C5 1.585, C7 1.604, H46 1.136, H47 1.136
7 C -2.1337 -1.6866 -2.3922  C6 1.604, C8 1.612, H48 1.124, H49 1.134
8 C -2.4287 -3.2546 -2.1640  C7 1.612, C9 1.560, H50 1.133, H51 1.132
9 C -2.6105 -3.6114 -0.6561  C8 1.560, C10 1.453, C36 1.526
10 C -1.4581 -3.9046 0.1795  C9 1.453, C11 1.548, C25 1.532
11 C 0.0397 -3.8771 -0.2110  C10 1.548, F12 1.388, F13 1.413, C14 1.599
12 F 0.3451 -3.5427 -1.5230  C11 1.388
13 F 0.6498 -5.1151 0.0894  C11 1.413
14 C 0.7652 -2.7865 0.7061  C11 1.599, C15 1.593, H52 1.135, H53 1.121
15 C 0.4487 -1.3040 0.2177  C14 1.593, Si16 1.927, H54 1.123, H55 1.131
16 Si -0.5841 -0.2643 1.4687  C15 1.927, C17 1.917, C18 1.900, C19 1.934
17 C 0.1315 -0.3203 3.2458  Si16 1.917, H56 1.123, H57 1.134, H58 1.131
18 C -2.4058 -0.7893 1.5891  Si16 1.900, H59 1.137, H60 1.123, H61 1.126
19 C -0.5987 1.5229 0.7302  Si16 1.934, C20 1.479, C24 1.478
20 C 0.5563 2.3829 1.0656  C19 1.479, C21 1.519, H62 1.129
21 C 0.5964 3.7779 0.4660  C20 1.519, C22 1.489, H63 1.121
22 C -0.5417 4.1571 -0.4169  C21 1.489, C23 1.468, H64 1.126
23 C -1.6854 3.2902 -0.7256  C22 1.468, C24 1.496, H65 1.117
24 C -1.7290 1.9152 -0.1378  C19 1.478, C23 1.496, H66 1.123
25 C -1.7502 -4.2918 1.6328  C10 1.532, C26 1.444, H67 1.127
26 C -3.0909 -4.3615 2.1653  C25 1.444, C27 1.522, H68 1.124
27 C -4.2988 -4.0089 1.3095  C26 1.522, N28 1.391, C36 1.477
28 N -5.5401 -4.0938 1.9326  C27 1.391, C29 1.364
29 C -6.4941 -3.7278 1.0297  N28 1.364, C30 1.493, H69 1.129
30 C -6.2902 -3.3181 -0.3919  C29 1.493, C31 1.574, N35 1.363
31 C -7.5112 -2.8901 -1.2884  C30 1.574, C32 1.561, H70 1.132, H71 1.123
32 C -7.8100 -3.8807 -2.4570  C31 1.561, O33 1.185, F34 1.402
33 O -7.8421 -5.0571 -2.3197  C32 1.185
34 F -8.0936 -3.2821 -3.6923  C32 1.402
35 N -5.0555 -3.2948 -0.9686  C30 1.363, C36 1.391
36 C -4.0297 -3.6396 -0.0947  C9 1.526, C27 1.477, N35 1.391
37 H -5.9089 -5.8915 -3.8626  C1 1.131
38 H -6.8282 -5.0696 -5.1970  C1 1.134
39 H -5.1715 -5.7886 -5.5757  C1 1.124
40 H -5.1527 -2.1837 -5.3592  C3 1.134
41 H -5.1085 -3.6695 -6.4133  C3 1.124
42 H -2.6251 -3.9322 -4.9100  C4 1.133
43 H -2.8273 -3.2193 -6.5482  C4 1.135
44 H -1.4659 -1.7403 -5.0140  C5 1.131
45 H -2.8711 -0.9344 -5.8172  C5 1.129
46 H -4.1228 -1.5760 -3.3653  C6 1.136
47 H -3.1782 -0.0552 -3.5936  C6 1.136
48 H -1.0654 -1.4851 -2.6759  C7 1.124
49 H -2.4666 -1.0801 -1.4936  C7 1.134
50 H -3.3667 -3.4536 -2.7667  C8 1.133
51 H -1.6284 -3.8650 -2.6819  C8 1.132
52 H 1.8858 -2.9270 0.5886  C14 1.135
53 H 0.5486 -2.9245 1.7975  C14 1.121
54 H -0.1012 -1.2387 -0.7594  C15 1.123
55 H 1.4251 -0.7496 0.0788  C15 1.131
56 H 1.2437 -0.4767 3.2504  C17 1.123
57 H -0.4074 -1.1434 3.8106  C17 1.134
58 H -0.1864 0.6446 3.7434  C17 1.131
59 H -3.0332 0.0423 2.0459  C18 1.137
60 H -2.8938 -1.0492 0.6113  C18 1.123
61 H -2.5398 -1.6772 2.2688  C18 1.126
62 H 1.3760 1.9715 1.7240  C20 1.129
63 H 1.4555 4.4701 0.6619  C21 1.121
64 H -0.4833 5.1898 -0.8622  C22 1.126
65 H -2.5313 3.5856 -1.3932  C23 1.117
66 H -2.5824 1.2305 -0.3917  C24 1.123
67 H -0.9004 -4.5588 2.3227  C25 1.127
68 H -3.2282 -4.6571 3.2413  C26 1.124
69 H -7.5600 -3.7423 1.4008  C29 1.129
70 H -7.2957 -1.8454 -1.6666  C31 1.132
71 H -8.4242 -2.8450 -0.6368  C31 1.123
72 C 4.4914 0.8301 0.8133  N73 1.477, H86 1.089, H87 1.090, H88 1.089
73 N 5.1874 1.9938 1.4001  C72 1.477, C74 1.345, C78 1.341
74 C 6.3285 1.8006 2.0855  N73 1.345, C75 1.381, H89 1.083
75 C 7.0237 2.8720 2.6117  C74 1.381, C76 1.394, H90 1.085
76 C 6.5498 4.1707 2.4320  C75 1.394, C77 1.394, C79 1.480
77 C 5.3518 4.3272 1.7372  C76 1.394, C78 1.383, H91 1.084
78 C 4.6866 3.2259 1.2300  N73 1.341, C77 1.383, H92 1.084
79 C 7.2915 5.3505 2.9308  C76 1.480, C80 1.394, C84 1.394
80 C 7.7046 6.3524 2.0542  C79 1.394, C81 1.382, H93 1.084
81 C 8.3537 7.4753 2.5310  C80 1.382, N82 1.344, H94 1.083
82 N 8.5924 7.6195 3.8457  C81 1.344, C83 1.346, C85 1.481
83 C 8.2297 6.6613 4.7179  N82 1.346, C84 1.382, H95 1.083
84 C 7.5826 5.5203 4.2837  C79 1.394, C83 1.382, H96 1.084
85 C 9.2446 8.8483 4.3538  N82 1.481, H97 1.089, H98 1.090, H99 1.088
86 H 4.2691 0.1282 1.6163  C72 1.089
87 H 5.1574 0.3835 0.0753  C72 1.090
88 H 3.5692 1.1549 0.3348  C72 1.089
89 H 6.6779 0.7808 2.1930  C74 1.083
90 H 7.9501 2.6824 3.1427  C75 1.085
91 H 4.9209 5.3106 1.5848  C77 1.084
92 H 3.7517 3.3165 0.6883  C78 1.084
93 H 7.5267 6.2679 0.9878  C80 1.084
94 H 8.6788 8.2682 1.8691  C81 1.083
95 H 8.4547 6.8320 5.7636  C83 1.083
96 H 7.2871 4.7781 5.0170  C84 1.084
97 H 10.1404 8.5566 4.9000  C85 1.089
98 H 8.5344 9.3546 5.0070  C85 1.090
99 H 9.5106 9.4964 3.5218  C85 1.088

As for the total charge: +2. Its spin multiplicity is 1. As for the HOMO-LUMO gap: 0.13293 Ha. As for the HOMO energy: -11.36 eV.

Atomic partial charges in e from the Löwdin method, atoms 1 to 5: C -0.1099; O -0.2575; C -0.2191; C -0.1713; C -0.1991


(3)
Molecular formula: C20H50BN8O5P2
Method: DFT, ωB97M-V/def2-TZVPD

Bonds (Å) are listed after each position.
Element x y z (Å)
1 C 2.1188 2.0017 0.7005  O2 1.449, H15 1.090, H16 1.085, H17 1.089
2 O 1.7827 3.3445 0.2710  C1 1.449, B3 1.351
3 B 0.7056 3.4533 -0.5374  O2 1.351, O4 1.368, C5 1.609
4 O 0.6418 2.8479 -1.7629  B3 1.368, H18 0.966
5 C -0.4941 4.3737 0.0116  B3 1.609, N6 1.330, C10 1.410
6 N -0.5214 5.6827 -0.2220  C5 1.330, N7 1.312, H19 1.013
7 N -1.4057 6.5778 0.1494  N6 1.312, C8 1.311
8 C -2.4269 6.1026 0.8201  N7 1.311, C9 1.399, H20 1.079
9 C -2.5247 4.7442 1.1391  C8 1.399, C10 1.377, H21 1.078
10 C -1.5612 3.8364 0.7598  C5 1.410, C9 1.377, C11 1.498
11 C -1.5888 2.3785 1.1041  C10 1.498, C12 1.544, H22 1.095, H23 1.090
12 C -2.7842 1.5938 0.5206  C11 1.544, C13 1.529, O14 1.418, H24 1.094
13 C -2.5571 1.1687 -0.9304  C12 1.529, H25 1.087, H26 1.090, H27 1.088
14 O -4.0415 2.2361 0.6547  C12 1.418, H28 0.963
15 H 1.7171 1.2385 0.0341  C1 1.090
16 H 3.1959 1.8864 0.7540  C1 1.085
17 H 1.7139 1.8472 1.6990  C1 1.089
18 H 1.3582 3.1840 -2.3170  O4 0.966
19 H 0.2470 6.0622 -0.7630  N6 1.013
20 H -3.1739 6.8110 1.1415  C8 1.079
21 H -3.3814 4.4268 1.7115  C9 1.078
22 H -1.6503 2.3109 2.1950  C11 1.095
23 H -0.6670 1.8627 0.8356  C11 1.090
24 H -2.8463 0.6685 1.1005  C12 1.094
25 H -2.2415 0.1285 -0.9423  C13 1.087
26 H -3.5338 1.1695 -1.4137  C13 1.090
27 H -1.8640 1.8139 -1.4655  C13 1.088
28 H -4.1810 2.4389 1.5853  O14 0.963
29 O -1.0658 -1.3896 -3.6737  P30 1.509
30 P -2.1519 -1.3392 -4.7207  O29 1.509, N31 1.721, N34 1.715, N37 1.759
31 N -2.0463 -2.9527 -5.3112  P30 1.721, C32 1.444, C33 1.454
32 C -1.6318 -3.4678 -6.5955  N31 1.444, H40 1.098, H41 1.097, H42 1.086
33 C -2.4115 -3.9855 -4.3558  N31 1.454, H43 1.101, H44 1.093, H45 1.089
34 N -1.4414 -0.1231 -5.6995  P30 1.715, C35 1.450, C36 1.460
35 C -1.2753 -0.2120 -7.1376  N34 1.450, H46 1.096, H47 1.092, H48 1.090
36 C -0.3051 0.5971 -5.1319  N34 1.460, H49 1.097, H50 1.086, H51 1.093
37 N -3.6913 -1.0123 -5.5064  P30 1.759, C38 1.483, C39 1.456
38 C -4.6011 -0.3169 -4.5640  N37 1.483, H52 1.095, H53 1.090, H54 1.095
39 C -4.4542 -1.9821 -6.2784  N37 1.456, H55 1.094, H56 1.088, H57 1.091
40 H -2.3996 -4.1311 -7.0161  C32 1.098
41 H -0.7041 -4.0473 -6.5177  C32 1.097
42 H -1.4679 -2.6906 -7.3355  C32 1.086
43 H -3.4954 -3.9887 -4.1607  C33 1.101
44 H -1.8988 -3.8412 -3.4011  C33 1.093
45 H -2.1325 -4.9724 -4.7210  C33 1.089
46 H -0.4519 -0.8814 -7.4117  C35 1.096
47 H -1.0435 0.7722 -7.5510  C35 1.092
48 H -2.1899 -0.5316 -7.6370  C35 1.090
49 H 0.6190 0.0073 -5.1795  C36 1.097
50 H -0.4848 0.8635 -4.0946  C36 1.086
51 H -0.1454 1.5297 -5.6788  C36 1.093
52 H -4.9381 -0.9810 -3.7617  C38 1.095
53 H -5.4768 0.0803 -5.0769  C38 1.090
54 H -4.0807 0.5318 -4.1069  C38 1.095
55 H -4.6918 -2.9011 -5.7339  C39 1.094
56 H -3.9452 -2.2270 -7.2086  C39 1.088
57 H -5.3995 -1.5248 -6.5762  C39 1.091
58 O 2.5061 0.1456 3.8914  P59 1.508
59 P 3.3212 -0.8926 4.6199  O58 1.508, N60 1.722, N63 1.708, N66 1.750
60 N 2.0548 -1.8953 5.2162  P59 1.722, C61 1.444, C62 1.453
61 C 1.6266 -2.1811 6.5659  N60 1.444, H69 1.098, H70 1.097, H71 1.085
62 C 1.2569 -2.5561 4.1973  N60 1.453, H72 1.100, H73 1.094, H74 1.089
63 N 4.0674 0.1220 5.7738  P59 1.708, C64 1.450, C65 1.461
64 C 4.1474 -0.1615 7.1940  N63 1.450, H75 1.096, H76 1.092, H77 1.090
65 C 3.9165 1.5624 5.5808  N63 1.461, H78 1.098, H79 1.085, H80 1.092
66 N 4.5830 -2.0828 4.8556  P59 1.750, C67 1.485, C68 1.456
67 C 5.4860 -2.1027 3.6772  N66 1.485, H81 1.094, H82 1.089, H83 1.095
68 C 4.3630 -3.4451 5.3193  N66 1.456, H84 1.094, H85 1.089, H86 1.091
69 H 1.5905 -3.2644 6.7427  C61 1.098
70 H 0.6240 -1.7827 6.7651  C61 1.097
71 H 2.2926 -1.7758 7.3204  C61 1.085
72 H 1.8252 -3.3515 3.6921  C62 1.100
73 H 0.9225 -1.8475 3.4341  C62 1.094
74 H 0.3637 -3.0042 4.6300  C62 1.089
75 H 3.1898 0.0107 7.6983  C64 1.096
76 H 4.8839 0.4920 7.6659  C64 1.092
77 H 4.4886 -1.1781 7.3906  C64 1.090
78 H 2.9274 1.9165 5.8994  C65 1.098
79 H 4.0583 1.8377 4.5408  C65 1.085
80 H 4.6735 2.0968 6.1576  C65 1.092
81 H 4.9928 -2.5267 2.7974  C67 1.094
82 H 6.3895 -2.6764 3.8801  C67 1.089
83 H 5.7983 -1.0824 3.4333  C67 1.095
84 H 3.6529 -4.0157 4.7132  C68 1.094
85 H 4.0492 -3.4561 6.3617  C68 1.089
86 H 5.3144 -3.9786 5.2966  C68 1.091

As for the total charge: +1. Its spin multiplicity is 1. As for the HOMO-LUMO gap: 0.19828 Ha. As for the HOMO energy: -9.67 eV.

Atomic partial charges in e from the Löwdin method, atoms 1 to 5: C -0.0146; O 0.0658; B -0.6070; O 0.1937; C 0.0462